Below is a cluster of 3 separate species, C27H64B2IN2O7 in total in a non-equilibrium geometry, with properties calculated with wB97M-V/def2-TZVPD.

CARTESIAN COORDINATES (ANGSTROEM)
C  7.25  -0.11  2.48
C  7.42  -1.01  1.09
C  5.98  -1.63  0.62
C  5.15  -0.67  -0.44
C  3.70  -0.22  0.28
C  2.52  0.14  -0.80
C  1.21  0.91  -0.12
C  -0.09  0.46  -1.02
B  -1.55  0.87  -0.39
C  -2.64  0.77  -1.66
O  -2.97  -0.61  -2.04
C  -2.25  -1.06  -3.23
C  -2.07  -0.09  0.84
C  -1.66  -1.68  0.70
C  -2.87  -2.71  1.22
I  0.03  -2.04  2.10
B  -1.54  2.46  0.06
O  -1.95  3.48  -0.97
O  -1.16  3.01  1.37
C  -2.27  3.00  2.34
C  -3.75  3.29  1.72
H  7.12  1.05  2.25
H  8.20  -0.23  3.19
H  6.32  -0.47  3.11
H  8.15  -1.91  1.39
H  7.98  -0.39  0.27
H  6.11  -2.71  0.16
H  5.33  -1.78  1.61
H  4.96  -1.26  -1.45
H  5.80  0.27  -0.72
H  3.34  -1.04  1.04
H  3.95  0.77  0.86
H  2.22  -0.82  -1.42
H  2.99  0.89  -1.59
H  1.44  2.07  -0.21
H  1.15  0.60  1.01
H  0.00  1.05  -2.05
H  0.04  -0.67  -1.29
H  -3.64  1.33  -1.34
H  -2.19  1.40  -2.54
H  -1.35  -1.76  -2.94
H  -1.93  -0.22  -3.97
H  -3.01  -1.75  -3.84
H  -3.26  -0.05  0.84
H  -1.71  0.27  1.90
H  -1.42  -2.03  -0.40
H  -3.52  -2.26  2.09
H  -2.29  -3.66  1.64
H  -3.51  -3.11  0.31
H  -1.15  3.48  -1.61
H  -2.33  2.03  3.01
H  -2.05  3.89  3.10
H  -3.81  4.21  0.98
H  -4.29  2.32  1.27
H  -4.44  3.60  2.64
C  9.01  4.88  -1.45
O  8.31  5.93  -0.79
C  7.29  6.55  -1.59
C  5.88  6.03  -1.22
N  5.67  4.65  -1.66
C  4.58  3.94  -0.98
C  4.48  3.96  0.56
O  5.45  3.17  1.25
C  6.77  3.70  1.23
H  9.94  4.70  -0.90
H  8.44  3.95  -1.43
H  9.26  5.14  -2.48
H  7.49  6.46  -2.66
H  7.32  7.62  -1.34
H  5.13  6.67  -1.69
H  5.79  6.13  -0.14
H  6.52  4.11  -1.54
H  4.66  2.89  -1.30
H  3.63  4.32  -1.40
H  3.51  3.51  0.82
H  4.44  4.97  0.97
H  6.78  4.79  1.38
H  7.24  3.43  0.29
H  7.34  3.24  2.03
C  -6.50  -3.61  -1.55
O  -5.98  -4.56  -0.63
C  -6.09  -4.17  0.75
C  -7.28  -4.89  1.44
N  -8.57  -4.38  0.98
C  -9.72  -5.27  1.22
C  -9.64  -6.77  0.83
O  -9.69  -7.04  -0.57
C  -8.52  -6.69  -1.28
H  -6.09  -3.84  -2.54
H  -7.58  -3.70  -1.63
H  -6.23  -2.59  -1.28
H  -6.14  -3.09  0.87
H  -5.18  -4.52  1.24
H  -7.21  -4.74  2.52
H  -7.16  -5.96  1.24
H  -8.54  -4.18  -0.02
H  -10.57  -4.83  0.68
H  -9.97  -5.20  2.29
H  -10.53  -7.25  1.25
H  -8.79  -7.28  1.30
H  -7.61  -6.95  -0.74
H  -8.55  -5.63  -1.52
H  -8.52  -7.23  -2.23

Calculated values
Total charge ... -1
HOMO ... -4.58 eV
Energy above the lowest of the compared OMol25 structures with the same formula, charge and spin ... 7.481 eV
E_LUMO ... 0.082 Ha
F_max ... 3.1 eV/Å


Below is a cluster of 5 separate species, C27H64F3N4O5S in total in a non-equilibrium geometry, with properties calculated with wB97M-V/def2-TZVPD.

CARTESIAN COORDINATES (ANGSTROEM)
C  6.36  -7.42  -5.15
F  6.44  -8.73  -4.97
F  6.07  -7.18  -6.42
F  5.41  -6.92  -4.36
S  8.13  -6.72  -4.85
O  8.97  -7.69  -5.54
O  8.12  -5.44  -5.57
O  8.28  -6.63  -3.39
C  8.36  -6.89  1.91
N  7.99  -6.97  0.44
C  8.17  -5.57  -0.13
C  9.04  -7.83  -0.18
C  6.55  -7.46  0.26
C  5.47  -6.47  0.67
O  5.32  -5.46  -0.34
H  7.57  -6.44  2.51
H  9.27  -6.32  2.02
H  8.39  -7.93  2.23
H  7.58  -4.81  0.39
H  7.93  -5.63  -1.19
H  9.20  -5.25  0.03
H  8.92  -8.88  0.05
H  10.03  -7.46  0.08
H  9.10  -7.70  -1.27
H  6.61  -8.40  0.80
H  6.50  -7.57  -0.83
H  5.50  -6.06  1.68
H  4.51  -7.00  0.62
H  4.76  -4.73  -0.05
C  5.98  -2.60  -1.92
N  5.96  -2.79  -3.41
C  7.38  -3.01  -3.80
C  5.12  -4.01  -3.65
C  5.34  -1.52  -3.99
C  5.20  -1.59  -5.49
O  6.45  -1.21  -6.07
H  5.05  -2.31  -1.44
H  6.70  -1.84  -1.65
H  6.31  -3.51  -1.42
H  7.48  -3.07  -4.88
H  7.81  -3.85  -3.28
H  7.98  -2.11  -3.62
H  5.55  -4.80  -3.05
H  4.96  -4.19  -4.70
H  4.14  -3.80  -3.23
H  5.80  -0.60  -3.64
H  4.35  -1.50  -3.51
H  4.48  -0.87  -5.88
H  4.96  -2.59  -5.85
H  6.34  -0.82  -6.94
C  12.57  -9.38  -11.88
C  11.09  -9.62  -11.62
C  10.38  -8.31  -11.27
N  8.92  -8.54  -10.82
C  8.09  -9.24  -11.83
C  8.35  -7.21  -10.29
C  7.61  -7.44  -8.98
C  7.64  -8.92  -8.79
C  8.93  -9.33  -9.50
H  12.72  -8.47  -12.47
H  13.04  -10.23  -12.36
H  13.06  -9.21  -10.91
H  10.89  -10.42  -10.90
H  10.62  -10.03  -12.52
H  10.18  -7.53  -12.00
H  10.87  -7.82  -10.43
H  8.33  -10.30  -11.92
H  8.14  -8.79  -12.82
H  7.07  -9.20  -11.44
H  7.75  -6.72  -11.06
H  9.21  -6.54  -10.19
H  6.58  -7.09  -9.09
H  8.10  -7.00  -8.11
H  6.79  -9.38  -9.31
H  7.74  -9.40  -7.82
H  8.91  -10.39  -9.73
H  9.84  -9.09  -8.94
C  12.76  -6.04  -2.79
C  12.62  -6.33  -4.29
C  11.72  -5.24  -4.90
N  11.76  -5.19  -6.40
C  11.35  -6.46  -7.07
C  13.10  -4.63  -6.83
C  12.90  -3.95  -8.18
C  11.49  -3.36  -8.06
C  10.81  -4.04  -6.83
H  11.78  -5.88  -2.33
H  13.30  -5.10  -2.62
H  13.28  -6.89  -2.37
H  12.17  -7.32  -4.37
H  13.63  -6.46  -4.68
H  11.96  -4.27  -4.46
H  10.70  -5.25  -4.49
H  11.66  -6.39  -8.12
H  10.27  -6.51  -6.97
H  11.90  -7.24  -6.56
H  13.81  -5.46  -6.79
H  13.49  -3.84  -6.18
H  13.09  -4.66  -8.98
H  13.74  -3.26  -8.27
H  10.87  -3.66  -8.91
H  11.44  -2.28  -8.00
H  9.91  -4.54  -7.18
H  10.67  -3.26  -6.09

Calculated values
Total charge ... +3
HOMO ... -16.34 eV
E_LUMO ... -0.213 Ha
F_max ... 3.3 eV/Å


Below is a cluster of 5 separate species, C27H64I2N6O9P in total, with properties calculated with wB97M-V/def2-TZVPD.

CARTESIAN COORDINATES (ANGSTROEM)
C  1.07  -3.13  1.20
C  0.53  -2.74  -0.15
O  1.29  -2.59  -1.10
N  -0.85  -2.64  -0.24
C  -1.37  -2.97  -1.55
C  -1.05  -2.14  -2.77
O  -2.07  -3.94  -1.67
P  -1.64  -1.21  0.67
C  -0.73  0.09  -0.38
C  0.07  1.11  0.43
C  1.41  0.59  0.98
I  1.48  0.58  3.13
C  -2.43  -2.50  1.94
C  -3.17  -3.67  1.46
O  -2.77  -4.79  1.34
I  -5.29  -3.37  0.99
O  -2.91  -1.33  -0.43
C  -3.80  -0.24  -0.39
C  -3.75  0.27  1.04
N  -4.16  1.67  1.12
O  -2.45  0.10  1.50
H  1.47  -2.26  1.73
H  0.31  -3.60  1.82
H  1.88  -3.83  1.04
H  -1.97  -1.66  -3.09
H  -0.25  -1.42  -2.62
H  -0.74  -2.84  -3.56
H  -0.58  -1.14  1.61
H  -0.05  -0.36  -1.11
H  -1.47  0.64  -0.96
H  0.34  1.93  -0.26
H  -0.50  1.56  1.23
H  2.24  1.23  0.71
H  1.63  -0.43  0.67
H  -1.59  -2.93  2.48
H  -3.05  -1.95  2.65
H  -3.48  0.53  -1.09
H  -4.81  -0.58  -0.64
H  -4.43  -0.37  1.64
H  -4.98  1.79  0.52
H  -4.48  1.86  2.06
C  4.25  1.22  -2.47
C  2.77  0.83  -2.53
C  2.41  -0.11  -3.69
O  2.35  0.52  -4.96
C  3.58  0.67  -5.62
N  1.97  2.06  -2.54
H  4.50  1.97  -3.23
H  4.46  1.66  -1.49
H  4.90  0.36  -2.61
H  2.54  0.29  -1.61
H  1.41  -0.50  -3.50
H  3.10  -0.96  -3.72
H  4.25  -0.18  -5.42
H  4.10  1.59  -5.34
H  3.38  0.70  -6.69
H  0.99  1.80  -2.45
H  2.04  2.46  -3.47
C  -1.87  -7.99  5.47
C  -2.20  -6.76  4.64
C  -3.31  -5.89  5.24
O  -4.62  -6.40  5.10
C  -5.01  -7.36  6.05
N  -2.48  -7.16  3.26
H  -2.63  -8.77  5.34
H  -0.92  -8.41  5.15
H  -1.80  -7.76  6.53
H  -1.31  -6.13  4.61
H  -3.32  -4.93  4.72
H  -3.11  -5.68  6.30
H  -4.58  -7.14  7.03
H  -4.73  -8.38  5.76
H  -6.10  -7.32  6.13
H  -2.57  -6.32  2.69
H  -3.40  -7.59  3.23
C  -1.27  3.23  -2.43
C  -2.45  2.96  -3.35
C  -2.80  4.13  -4.28
O  -3.48  5.21  -3.65
C  -2.65  6.13  -2.97
N  -3.58  2.52  -2.54
H  -1.55  3.88  -1.59
H  -0.92  2.30  -2.00
H  -0.44  3.70  -2.96
H  -2.18  2.13  -4.01
H  -3.49  3.77  -5.05
H  -1.90  4.50  -4.79
H  -1.70  6.26  -3.48
H  -2.46  5.83  -1.94
H  -3.18  7.09  -2.96
H  -4.34  2.21  -3.14
H  -3.95  3.32  -2.04
C  6.18  6.44  0.41
C  5.07  5.40  0.33
C  5.01  4.46  1.54
O  6.02  3.46  1.56
C  7.26  3.86  2.09
N  5.19  4.68  -0.94
H  7.16  6.01  0.19
H  6.01  7.23  -0.33
H  6.22  6.91  1.40
H  4.12  5.94  0.31
H  4.07  3.92  1.50
H  5.03  5.03  2.48
H  7.13  4.57  2.91
H  7.91  4.31  1.33
H  7.75  2.96  2.47
H  4.38  4.06  -1.04
H  5.98  4.04  -0.86

Calculated values
Total charge ... -1
HOMO ... -5.64 eV
E_LUMO ... 0.082 Ha
F_max ... 0.8 eV/Å


Below is a cluster of 6 separate species, C27H64O14 in total in a non-equilibrium geometry, with properties calculated with wB97M-V/def2-TZVPD.

CARTESIAN COORDINATES (ANGSTROEM)
C  -2.52  2.58  0.17
C  -2.79  1.04  -0.33
C  -1.93  0.79  -1.74
O  -1.30  -0.55  -1.65
C  0.17  -0.47  -1.76
O  0.82  -1.74  -2.15
C  0.74  -2.75  -1.07
O  -0.45  -3.37  -0.93
O  1.94  -3.02  -0.27
C  1.98  -4.39  0.25
C  3.13  -4.45  1.46
H  -1.38  2.84  -0.07
H  -2.74  2.70  1.33
H  -3.20  3.30  -0.50
H  -3.94  0.82  -0.47
H  -2.30  0.29  0.46
H  -2.77  0.71  -2.59
H  -1.18  1.67  -1.96
H  0.39  0.29  -2.65
H  0.68  0.02  -0.81
H  0.98  -4.76  0.75
H  2.33  -5.20  -0.54
H  2.85  -5.39  2.14
H  3.01  -3.50  2.18
H  4.22  -4.57  1.06
C  6.33  -4.07  -4.29
O  6.16  -4.62  -2.99
C  6.97  -3.96  -2.01
C  6.14  -2.97  -1.19
O  5.69  -1.88  -2.00
C  4.33  -2.02  -2.38
H  5.52  -4.44  -4.93
H  6.30  -2.98  -4.28
H  7.28  -4.41  -4.71
H  7.83  -3.47  -2.48
H  7.35  -4.74  -1.34
H  6.78  -2.54  -0.41
H  5.30  -3.46  -0.69
H  3.68  -1.79  -1.54
H  4.11  -3.03  -2.75
H  4.12  -1.31  -3.19
C  -5.85  2.52  -5.34
O  -5.91  3.92  -5.62
C  -6.10  4.70  -4.44
C  -4.78  5.33  -3.97
O  -3.86  4.33  -3.53
C  -2.87  4.04  -4.52
H  -5.46  2.01  -6.23
H  -5.19  2.30  -4.50
H  -6.86  2.14  -5.13
H  -6.56  4.10  -3.64
H  -6.80  5.50  -4.69
H  -4.99  5.97  -3.11
H  -4.34  5.95  -4.76
H  -2.13  4.84  -4.55
H  -3.31  3.90  -5.51
H  -2.37  3.11  -4.24
C  -2.07  -2.67  2.15
O  -2.24  -3.23  3.45
C  -1.44  -2.56  4.43
C  -2.26  -1.57  5.25
O  -2.71  -0.48  4.44
C  -4.07  -0.62  4.05
H  -2.88  -3.04  1.51
H  -2.11  -1.58  2.15
H  -1.12  -3.01  1.73
H  -0.58  -2.07  3.96
H  -1.05  -3.34  5.10
H  -1.62  -1.14  6.03
H  -3.10  -2.07  5.74
H  -4.73  -0.39  4.90
H  -4.29  -1.63  3.69
H  -4.28  0.08  3.24
C  -3.05  10.19  -3.83
O  -3.44  9.01  -3.13
C  -2.36  8.46  -2.37
C  -2.47  8.82  -0.89
O  -2.30  10.22  -0.68
C  -3.54  10.90  -0.50
H  -3.96  10.70  -4.18
H  -2.49  10.88  -3.20
H  -2.45  9.92  -4.71
H  -1.39  8.77  -2.78
H  -2.43  7.37  -2.48
H  -1.67  8.31  -0.34
H  -3.43  8.48  -0.47
H  -3.92  10.70  0.51
H  -4.28  10.60  -1.24
H  -3.36  11.97  -0.61
C  3.60  -8.51  5.13
O  3.54  -7.11  4.85
C  3.35  -6.33  6.03
C  4.67  -5.70  6.50
O  5.59  -6.70  6.94
C  6.58  -7.00  5.95
H  3.99  -9.02  4.24
H  4.26  -8.73  5.97
H  2.59  -8.89  5.34
H  2.89  -6.93  6.83
H  2.65  -5.53  5.78
H  4.47  -5.06  7.36
H  5.11  -5.08  5.71
H  7.32  -6.19  5.92
H  6.14  -7.13  4.96
H  7.08  -7.93  6.23

Calculated values
SMILES string ... CCCOCOC(=O)OCC.COCCOC.COCCOC.COCCOC.COCCOC.COCCOC
Total charge ... 0
HOMO ... -9.15 eV
Energy above the lowest of the compared OMol25 structures with the same formula, charge and spin ... 4.887 eV
E_LUMO ... 0.020 Ha
F_max ... 9.1 eV/Å


| no. | M (g/mol) |
| --- | --- |
| 1 | 677.3 |
| 2 | 613.9 |
| 3 | 901.6 |
| 4 | 612.8 |